Record 1
Entry from OMol25: a 2-piece molecular cluster, C9H14O overall in a non-equilibrium geometry (ωB97M-V/def2-TZVPD).

Element x y z (Å)
1 C 0.48440 3.24054 0.85782
2 C -1.04147 3.01368 0.51228
3 H 0.44037 3.82077 1.87886
4 H 1.06470 2.21366 0.99553
5 H 0.94500 3.87120 0.00063
6 H -1.10466 2.41698 -0.41842
7 H -1.59256 3.85060 0.14341
8 H -1.49002 2.44963 1.30057
9 C 1.86527 -2.35593 1.22142
10 C -1.13880 -0.48784 -0.19457
11 C -0.09937 -0.78739 0.69850
12 C -1.09554 -1.06742 -1.46576
13 C 0.81240 -1.87337 0.29853
14 C -0.30787 -2.14452 -1.85186
15 C 0.70894 -2.56403 -0.93199
16 O -1.87397 -0.68182 -2.48439
17 H -1.89719 0.27247 0.00723
18 H -0.13250 -0.26600 1.68347
19 H -2.41995 0.12481 -2.29028
20 H -0.32161 -2.54692 -2.94200
21 H 1.70147 -2.23246 2.18511
22 H 2.74364 -1.58664 1.08426
23 H 1.44383 -3.30358 -1.39170
24 H 2.30549 -3.37642 1.10334

Summary:
Charge: +1
Energy (eV): -11597.8376
Multiplicity: 2
LUMO energy (alpha / beta) (eV): -3.946 / -7.496
Max |F| (eV Å⁻¹): 5.057

---

Record 2
Entry from OMol25: a 2-piece molecular cluster, C9H14OS overall in a non-equilibrium geometry (ωB97M-V/def2-TZVPD).

Element x y z (Å)
1 C 1.19462 -2.05556 2.33325
2 C 0.50816 -1.66274 1.08667
3 C -0.86415 -1.94688 1.02988
4 C -1.54871 -1.88840 -0.22007
5 C -0.90183 -1.42091 -1.34726
6 O -1.38658 -1.44245 -2.68703
7 C 0.36700 -0.85365 -1.16434
8 C 1.08261 -0.88085 0.07022
9 H 0.46713 -2.36482 3.12833
10 H 2.08884 -1.44466 2.73034
11 H 1.70870 -3.02248 2.16018
12 H -1.58370 -2.23275 1.81354
13 H -2.57978 -2.16217 -0.19395
14 H -2.08287 -2.08448 -2.83492
15 H 0.87997 -0.45002 -2.06653
16 H 2.08997 -0.42087 0.12621
17 C -0.82953 2.74738 0.71707
18 S 0.49722 3.81570 0.14293
19 C 0.99240 3.10433 -1.56255
20 H -1.68015 3.22797 1.26846
21 H -1.33314 2.18849 -0.08593
22 H -0.43833 2.03412 1.42265
23 H 1.54893 3.94632 -1.98931
24 H 0.15935 3.05054 -2.32491
25 H 1.64391 2.21882 -1.55294

Summary:
Energy (eV): -22441.3562
Multiplicity: 1
LUMO energy (eV): 0.783
Max |F| (eV Å⁻¹): 2.748
SMILES: Cc1ccc(O)cc1.CSC